Entry 1:
Density functional theory data (ωB97M-V with the def2-TZVPD basis set) for a structure of composition C5H10O2Pb at a distorted geometry.

Output
HOMO energy (spin up / spin down) (eV): -5.213 / -5.198
LUMO level (spin up / spin down) (eV): 0.37 / 0.39
Orbital gap (spin up / spin down) (eV): 5.59 / 5.58
Relative energy (zero: lowest compared OMol25 entry of this formula, charge and spin) (kcal/mol): 0.0
Total energy (eV): -14685.7658

The geometry in ORCA input format:
```
! wB97M-V def2-TZVPD RIJCOSX def2/J DEFGRID3
* xyz 0 1
C 2.88888 0.78190 0.59459
O 1.58932 0.60372 0.05434
C 1.11089 -0.72728 0.13741
C -0.15752 -0.82935 -0.66869
O -1.19468 -0.19322 0.06794
C -2.45878 -0.34873 -0.41244
C -3.51141 0.22957 0.16208
H 2.91571 0.47018 1.64950
H 3.61748 0.19630 0.01527
H 0.96340 -1.00400 1.19371
H 1.85847 -1.42031 -0.27915
H -0.38263 -1.88615 -0.86817
H -0.10028 -0.34939 -1.65738
H -2.53009 -0.87383 -1.37004
H -3.39446 0.92438 0.99411
H -4.49106 0.12051 -0.29977
H 3.12530 1.85104 0.52675
Pb 0.15145 2.45467 0.15995
*
```



Entry 2:
Density functional theory data (ωB97M-V with the def2-TZVPD basis set) for a cluster of 3 separate species, C5H10O3 in total at a distorted geometry.

Output
HOMO energy (eV): -7.640
LUMO level (eV): 0.20
Orbital gap (eV): 7.84
Relative energy (zero: lowest compared OMol25 entry of this formula, charge and spin) (kcal/mol): 117.3
Total energy (eV): -11485.0997

The geometry in ORCA input format:
```
! wB97M-V def2-TZVPD RIJCOSX def2/J DEFGRID3
* xyz 0 1
C 0.12645 0.04939 0.19560
C -0.00029 0.60075 -1.08935
C 0.37599 -1.41850 0.40860
C 0.25338 0.96084 1.38237
C -1.95907 0.17386 -0.05865
O 2.01324 0.67817 -0.65617
O -0.14833 -0.09313 -2.22076
O -2.57899 -0.74991 -0.48042
H 2.43538 -0.00161 -1.19958
H -0.19325 -1.04400 -2.04433
H -0.15065 1.66395 -1.21573
H -2.42480 1.01583 0.51070
H 0.69111 -1.93358 -0.50113
H 1.17917 -1.54122 1.13388
H -0.51695 -1.92338 0.78559
H 1.28854 0.93976 1.72046
H -0.39638 0.63054 2.19870
H 0.00545 1.99223 1.13021
*
```



Entry 3:
Density functional theory data (ωB97M-V with the def2-TZVPD basis set) for a cluster of 2 separate species, C5H10O4 in total at a distorted geometry.

Output
HOMO energy (spin up / spin down) (eV): -4.715 / -10.894
LUMO level (spin up / spin down) (eV): 0.42 / -1.73
Orbital gap (spin up / spin down) (eV): 5.13 / 9.16
Total energy (eV): -13531.8746
<S²>: 2.01

The geometry in ORCA input format:
```
! wB97M-V def2-TZVPD RIJCOSX def2/J DEFGRID3
* xyz 0 3
C 1.54811 0.21230 -1.23059
C 1.11812 0.35416 0.19309
C -1.10158 1.01678 -0.67925
C -0.16407 0.49058 0.40592
C -1.86600 -2.48375 1.07448
O -0.70532 0.58999 1.66023
O -0.58442 -2.21621 1.26160
O -2.70410 -1.55922 1.59488
O -2.24559 -3.49701 0.50958
H 2.25786 1.03260 -1.64398
H 0.60806 0.15984 -1.81569
H 1.81818 0.10401 0.92278
H -0.67633 1.83013 -1.21691
H -2.00136 1.19204 -0.12143
H -1.27783 0.29884 -1.43707
H 0.02486 0.31918 2.30692
H -0.13522 -2.82987 0.77694
H -2.21648 -0.67957 2.00183
H 1.95784 -0.76254 -1.38064
*
```



Entry 4:
Density functional theory data (ωB97M-V with the def2-TZVPD basis set) for a structure of composition C5H10O4Sn at a distorted geometry.

Output
HOMO energy (spin up / spin down) (eV): -6.830 / -6.831
LUMO level (spin up / spin down) (eV): -0.32 / -0.32
Orbital gap (spin up / spin down) (eV): 6.51 / 6.51
Total energy (eV): -19361.1911

The geometry in ORCA input format:
```
! wB97M-V def2-TZVPD RIJCOSX def2/J DEFGRID3
* xyz 0 1
O 1.80507 -1.29288 -1.88383
C 0.65571 -1.56557 -2.50687
C -0.54258 -1.46110 -1.88651
O 0.39961 -1.54234 1.87684
C -1.15787 -0.56183 1.27272
C -0.59346 0.85188 1.35011
O 0.60665 0.97960 0.56737
C 0.77099 2.23803 -0.08130
H 0.70435 -1.95584 -3.53206
H -1.49516 -1.72810 -2.34992
H -1.78152 -0.74612 2.16055
H -1.99112 -0.48736 0.55271
H -1.34064 1.59777 1.05211
H -0.25346 1.03630 2.37766
H 1.52464 2.09654 -0.86319
H -0.17576 2.56309 -0.53402
H 1.11650 2.97796 0.65281
Sn 1.31858 -0.73187 -0.13108
O -0.52680 -1.30502 -0.52319
H 0.95628 -0.96313 2.42907
*
```



Entry 5:
Density functional theory data (ωB97M-V with the def2-TZVPD basis set) for a structure of composition C5H10O5Tl at a distorted geometry.

Output
HOMO energy (spin up / spin down) (eV): -6.919 / -9.456
LUMO level (spin up / spin down) (eV): 0.09 / 0.09
Orbital gap (spin up / spin down) (eV): 7.01 / 9.55
Relative energy (zero: lowest compared OMol25 entry of this formula, charge and spin) (kcal/mol): 1.6
Total energy (eV): -20276.6434
<S²>: 0.75

The geometry in ORCA input format:
```
! wB97M-V def2-TZVPD RIJCOSX def2/J DEFGRID3
* xyz 0 2
C -0.83527 0.10248 0.67211
C -1.50404 -1.22061 0.54401
O -1.65127 -1.50174 -0.85127
C -2.19184 -2.68956 -1.21853
O -2.53694 -3.50973 -0.33480
O -2.25139 -2.88624 -2.45688
O -0.19346 0.32005 1.84974
Tl -2.94745 -4.96639 -1.99433
H -1.25474 0.98508 0.17888
H -2.50565 -1.25201 1.00902
H -0.88173 -1.98513 1.03303
H 0.43900 1.06014 1.72160
H 1.17951 0.57888 -0.57029
C 1.81373 1.49213 -0.90126
C 2.42025 2.18890 0.29215
O 1.40146 2.36234 1.27930
H 2.59671 1.16785 -1.59771
H 1.08589 2.14275 -1.40451
H 2.81666 3.17573 0.00484
H 3.24781 1.59313 0.71038
H 1.75278 2.84194 2.03452
*
```



Entry 6:
Density functional theory data (ωB97M-V with the def2-TZVPD basis set) for an isolated molecule of C5H10OS at a distorted geometry.

Output
HOMO energy (eV): -8.791
LUMO level (eV): 0.40
Orbital gap (eV): 9.19
Relative energy (zero: lowest compared OMol25 entry of this formula, charge and spin) (kcal/mol): 20.7
SMILES string: CC(C)(C)OC=S
Total energy (eV): -18229.0018

The geometry in ORCA input format:
```
! wB97M-V def2-TZVPD RIJCOSX def2/J DEFGRID3
* xyz 0 1
C 1.21220 0.10944 0.98991
C 0.02951 -0.25746 -0.01450
C -0.29803 -1.71118 -0.03599
C 0.38898 0.27115 -1.37836
O -1.23048 0.21926 0.47464
C -1.53303 1.56144 0.56465
S -2.84023 2.13685 1.34992
H 0.81780 -0.03123 2.00038
H 1.51619 1.13696 0.81172
H 2.09055 -0.51611 0.71265
H 0.60751 -2.28388 -0.27377
H -0.66337 -2.04111 0.92026
H -1.00849 -1.98283 -0.89857
H -0.16865 -0.14818 -2.19787
H 0.47378 1.36272 -1.48545
H 1.43895 -0.02556 -1.61325
H -0.83319 2.19971 0.07364
*
```



Entry 7:
Density functional theory data (ωB97M-V with the def2-TZVPD basis set) for a structure of composition C5H10OS3 at a distorted geometry.

Output
HOMO energy (eV): -8.639
LUMO level (eV): 0.23
Orbital gap (eV): 8.87
Relative energy (zero: lowest compared OMol25 entry of this formula, charge and spin) (kcal/mol): 41.7
Total energy (eV): -39897.0536

The geometry in ORCA input format:
```
! wB97M-V def2-TZVPD RIJCOSX def2/J DEFGRID3
* xyz 0 1
C 3.40044 1.66505 -0.15095
C 2.58056 0.59790 -0.00673
C -2.40953 -0.97403 -0.46520
C 0.06568 -0.51823 -0.33053
C -1.29184 -0.14980 0.10733
O 1.31978 0.62189 0.41906
S 0.60758 -2.25390 -0.02794
S -1.56028 1.63180 -0.36376
S -1.48811 -0.14625 1.93623
H 4.40727 1.31272 -0.27161
H 3.07252 2.63159 0.22348
H 2.96090 -0.39387 -0.23810
H -3.40799 -0.40243 -0.52667
H -2.15788 -1.22826 -1.46014
H -2.47826 -1.88564 0.03469
H 0.16200 -0.22452 -1.40810
H -0.54540 -2.62562 0.42194
H -0.44025 2.22391 0.17986
H -2.79718 0.11769 1.92714
*
```



Entry 8:
Density functional theory data (ωB97M-V with the def2-TZVPD basis set) for an isolated molecule of C5H10OS3 at a distorted geometry.

Output
HOMO energy (eV): -9.242
LUMO level (eV): 0.46
Orbital gap (eV): 9.70
Relative energy (zero: lowest compared OMol25 entry of this formula, charge and spin) (kcal/mol): 10.9
SMILES string: CC[C@H](S)C(S)(S)C=O
Total energy (eV): -39898.3922

The geometry in ORCA input format:
```
! wB97M-V def2-TZVPD RIJCOSX def2/J DEFGRID3
* xyz 0 1
C -2.43513 -0.17200 0.13299
C -0.89712 -0.40198 -0.22448
C 0.03180 0.64987 0.30329
S -0.47732 2.21720 -0.41093
C 1.43350 0.23277 -0.03228
S 2.52459 1.22999 0.96983
S 1.90295 0.10912 -1.77662
C 1.60770 -1.27547 0.62973
O 2.40348 -2.04573 0.20229
H -3.01279 -1.02411 -0.47640
H -2.46164 -0.44738 1.22928
H -2.89658 0.84793 -0.18997
H -1.00660 -0.45519 -1.34706
H -0.46478 -1.43599 -0.01547
H -0.13376 0.60579 1.47276
H -0.71023 1.81331 -1.66468
H 1.65396 2.11145 1.46713
H 1.94246 -1.26775 -1.87339
H 0.99552 -1.29185 1.60400
*
```